1.
Molecular formula: C20H18AsBrN4NbO6S2
Method: DFT, wB97M-V/def2-TZVPD

```
53
Properties=species:S:1:pos:R:3
Nb -0.66 -0.18 -0.31
Br 5.22 4.40 -0.03
As 1.28 0.64 1.77
S 0.04 -2.44 1.01
S -0.73 2.31 -1.35
O 2.29 1.86 2.25
O -0.81 -1.23 1.52
O -0.63 -3.72 1.16
O 0.32 -2.04 -0.47
O 1.18 0.47 -0.03
O -0.42 1.24 2.15
N -1.27 -0.31 -2.22
N -0.12 2.45 -4.02
N -0.86 0.36 -3.32
N -2.72 -0.31 -0.10
C -2.72 -1.81 -3.56
C 1.11 3.83 -0.03
C -4.47 -1.05 1.30
C -4.03 -2.26 -0.76
C -3.43 -0.17 1.04
C -2.34 -1.20 -2.28
C 2.40 4.28 0.29
C 0.93 2.92 -1.07
C 3.32 2.89 -1.49
C -3.02 -1.33 -1.06
C 2.07 -3.49 2.46
C 2.04 2.44 -1.82
C 2.92 -0.98 3.40
C 1.89 -1.06 2.45
C 3.07 -3.39 3.44
C 1.46 -2.32 1.99
C 3.48 -2.15 3.91
C -0.55 1.64 -3.03
C -4.77 -2.12 0.42
C 3.50 3.82 -0.45
H 3.52 -4.33 3.81
H 2.58 4.96 1.13
H -5.05 -0.87 2.22
H 4.23 2.56 -2.03
H -4.26 -3.04 -1.50
H -0.24 1.92 2.83
H -2.11 -2.71 -3.78
H 1.92 1.68 -2.59
H -5.57 -2.83 0.65
H 4.28 -2.06 4.66
H 0.24 4.16 0.55
H -3.78 -2.07 -3.49
H 3.27 0.01 3.71
H -0.14 2.10 -4.97
H -3.14 0.65 1.70
H 0.08 3.44 -3.87
H 1.73 -4.48 2.13
H -2.53 -1.06 -4.35
```

Properties
Net charge: +1
F_max: 0.0678 hartree/bohr
Relative energy (zero: lowest compared OMol25 entry of this formula, charge and spin): 0.8262 eV
HOMO (alpha / beta): -9.680 / -10.350 eV
LUMO (alpha / beta): -3.5 / -3.8 eV

---

2.
Molecular formula: C35H26AsCuNO5
Method: DFT, wB97M-V/def2-TZVPD

```
69
Properties=species:S:1:pos:R:3
As 2.27 0.47 -0.63
Cu -0.15 -0.05 0.26
O -2.21 -1.42 -2.75
O 0.46 0.90 1.89
O -0.43 -1.10 2.03
O -0.70 -1.22 -1.09
O -1.49 1.28 4.34
N -1.42 1.31 -0.70
C 3.04 1.83 0.54
C 3.94 -1.73 -1.46
C -1.95 0.70 -1.73
C -0.22 0.59 6.29
C 2.53 3.12 0.66
C 3.05 3.99 1.61
C 0.11 -0.12 2.60
C -1.05 3.32 0.58
C 0.65 1.25 -4.40
C 4.56 2.27 2.36
C 1.01 2.56 -4.70
C 3.89 -0.35 -1.30
C -2.00 5.41 -0.20
C 0.38 -0.11 4.07
C 1.45 -0.82 4.59
C 4.04 1.41 1.40
C -2.95 2.69 -2.56
C 4.99 0.43 -1.66
C 6.17 -1.56 -2.34
C -2.57 4.78 -1.27
C 4.07 3.57 2.46
C -1.24 4.67 0.73
C 1.69 -0.83 5.96
C 6.12 -0.17 -2.18
C 5.08 -2.33 -1.98
C 2.19 2.72 -2.61
C 1.05 0.69 -3.19
C 1.79 3.29 -3.81
C 1.81 1.42 -2.28
C -1.63 -0.79 -1.90
C -2.39 3.39 -1.47
C 0.85 -0.13 6.80
C -0.46 0.59 4.92
C -2.75 1.35 -2.69
C -1.62 2.66 -0.53
H -0.88 1.14 6.95
H 4.47 4.25 3.20
H 4.43 0.40 1.33
H 7.07 -2.02 -2.74
H 2.53 -1.40 6.36
H -2.15 6.47 -0.06
H 0.69 3.01 -5.64
H 0.06 0.67 -5.09
H 1.02 -0.13 7.87
H 2.65 4.99 1.69
H 3.08 -2.34 -1.19
H -0.80 5.18 1.59
H -0.48 2.74 1.30
H -3.54 3.23 -3.29
H 0.76 -0.34 -2.96
H 2.09 4.30 -4.06
H 5.34 1.94 3.02
H -3.16 5.33 -1.99
H 1.71 3.44 0.04
H -3.15 0.76 -3.50
H -2.04 1.65 5.03
H 5.11 -3.41 -2.11
H 6.98 0.44 -2.46
H 2.82 3.29 -1.94
H 2.09 -1.38 3.92
H 4.95 1.51 -1.54
```

Properties
F_max: 0.0178 hartree/bohr
Multiplicity: 2
Relative energy (zero: lowest compared OMol25 entry of this formula, charge and spin): 0.0000 eV
HOMO (alpha / beta): -8.622 / -8.745 eV
LUMO (alpha / beta): -0.3 / -0.5 eV

---

3.
Molecular formula: C42H66F7N2O22
Method: DFT, wB97M-V/def2-TZVPD

```
139
Properties=species:S:1:pos:R:3
F 6.55 2.92 -3.86
F -10.10 -1.88 -1.72
F 4.15 0.89 -9.38
F -1.76 -1.15 -4.89
F 1.67 10.72 1.53
F -1.01 2.99 2.37
F 4.59 2.17 7.73
O 3.60 3.79 3.71
O 2.25 2.96 5.36
O -1.40 -1.48 4.25
O -11.75 0.50 -5.09
O 2.98 0.48 -2.88
O -11.00 -1.06 -3.61
O 1.90 6.89 -0.69
O 1.83 9.04 0.07
O -0.24 5.89 4.01
O -1.37 -2.30 -3.00
O -0.38 -3.81 -1.61
O 2.22 -0.24 -9.28
O 4.47 3.19 5.73
O 4.62 1.79 -3.76
O 0.69 -3.09 -3.50
O -10.32 1.08 -3.41
O 0.99 7.38 1.35
O -1.78 5.09 2.56
O 4.48 1.54 -1.52
O 0.58 -1.55 -8.40
O 2.08 -0.50 -7.04
O -2.05 7.17 3.44
N -1.73 -3.85 1.11
N -4.56 -2.55 1.41
C 1.55 -0.83 -8.26
C 4.99 0.61 3.13
C -3.62 -2.15 -1.04
C 3.84 3.01 6.98
C -11.08 0.20 -4.12
C 5.66 2.28 -1.79
C 0.26 -2.29 -4.59
C -0.63 4.29 2.45
C 4.66 -1.68 1.85
C 0.40 -5.22 1.06
C -0.87 -2.24 3.08
C -1.10 -5.05 1.77
C 2.53 2.39 6.63
C -9.87 -1.04 -2.76
C -9.82 0.38 -2.29
C -4.69 -0.90 -1.32
C 0.10 4.55 3.73
C -6.23 -1.44 -1.54
C 5.81 -0.66 2.45
C 3.95 1.21 -2.73
C 3.45 3.35 4.84
C 3.01 -3.08 -1.09
C 5.40 2.80 -3.16
C 3.91 -1.04 0.53
C -1.98 -2.64 1.96
C -3.01 -4.36 0.43
C -0.36 -3.12 -2.62
C 4.25 -2.01 -0.75
C -4.55 0.31 -0.21
C 0.94 8.57 2.11
C 3.00 0.77 -8.68
C -0.80 -1.45 -3.98
C 1.03 9.63 1.06
C 3.00 -4.74 1.12
C 1.60 7.70 0.17
C -3.53 -2.79 2.54
C -4.11 -3.19 0.12
C -1.45 -0.04 3.97
C -1.42 6.14 3.34
C 3.27 -4.58 -0.49
C 1.51 -4.15 1.61
C 3.26 0.24 -7.31
H -5.42 -3.06 1.73
H 0.06 9.92 0.64
H 0.35 -5.11 -0.12
H 5.23 -2.67 1.51
H -0.34 0.36 4.11
H -3.71 -3.84 3.08
H 1.75 2.62 7.35
H -4.35 -0.42 -2.36
H -1.65 -6.08 1.51
H 4.40 0.02 0.35
H 2.60 -5.32 -1.13
H 4.39 -4.86 -0.74
H -0.06 4.57 1.55
H 4.85 3.75 -3.18
H 3.91 0.21 3.42
H -3.80 -1.98 3.36
H -3.54 0.12 0.39
H -0.25 3.91 4.55
H -1.05 -5.02 2.94
H -0.44 -0.53 -3.50
H 6.46 -0.33 1.51
H 3.75 3.98 7.49
H 6.53 1.61 -1.75
H 2.93 -5.92 1.33
H -8.80 0.69 -2.05
H 5.26 -2.59 -0.69
H 4.13 -0.43 -7.27
H -1.84 0.09 2.87
H -8.98 -1.37 -3.31
H 1.57 -4.13 2.80
H 1.34 -3.05 1.22
H -0.22 -3.09 3.52
H -7.02 -0.55 -1.58
H 4.84 1.41 2.28
H 1.18 4.43 3.63
H -1.11 -3.54 0.30
H -2.66 -4.92 -0.55
H 3.03 -3.19 -2.28
H 2.60 1.30 6.53
H 0.02 8.63 2.69
H -0.11 -2.93 -5.39
H 2.45 1.71 -8.70
H 6.45 -1.27 3.23
H 1.79 8.59 2.81
H 1.95 -2.62 -0.84
H -2.04 -1.71 1.22
H 3.40 1.04 -6.58
H 5.62 0.98 4.04
H -4.52 1.39 -0.71
H 2.74 -1.00 0.62
H 4.33 -1.31 -1.71
H 1.09 -1.69 -4.98
H 5.80 3.07 -1.06
H -10.46 0.56 -1.43
H -6.34 -2.01 -2.57
H -3.62 -2.77 -2.06
H 3.88 -4.36 1.80
H -2.52 -1.76 -0.91
H -5.44 0.20 0.57
H -0.11 -1.48 2.55
H -5.07 -3.75 -0.32
H 3.88 -2.04 2.67
H 0.75 -6.34 1.25
H -3.58 -5.17 1.10
H -6.60 -2.20 -0.71
H -2.15 0.49 4.78
```

Properties
Net charge: +1
F_max: 0.0752 hartree/bohr
HOMO: -12.090 eV
LUMO: -2.1 eV